{"formula": "C33H37BF3N3O", "method": "wB97M-V/def2-TZVPD", "species": ["C", "N", "C", "C", "C", "C", "C", "C", "C", "B", "F", "F", "F", "C", "H", "H", "H", "H", "H", "H", "H", "H", "C", "N", "C", "O", "C", "C", "C", "C", "C", "C", "C", "C", "N", "C", "C", "C", "C", "C", "C", "C", "C", "C", "C", "C", "C", "C", "C", "H", "H", "H", "H", "H", "H", "H", "H", "H", "H", "H", "H", "H", "H", "H", "H", "H", "H", "H", "H", "H", "H", "H", "H", "H", "H", "H", "H", "H"], "positions_angstrom": [[-0.6708, 2.5499, -6.1279], [-0.9465, 2.7162, -4.7140], [-0.4075, 1.9459, -3.7082], [-0.9156, 2.4003, -2.4899], [-1.7947, 3.4975, -2.7520], [-1.7971, 3.6751, -4.1710], [-2.5577, 4.6590, -4.7875], [-3.3415, 5.4991, -3.9662], [-3.3458, 5.3407, -2.5742], [-4.3075, 6.3852, -1.6196], [-4.1325, 5.9785, -0.2950], [-3.7860, 7.6470, -1.8941], [-5.5956, 6.1767, -2.1067], [-2.5844, 4.3518, -1.9552], [-1.2450, 3.2890, -6.6941], [0.4008, 2.6901, -6.3273], [-0.9543, 1.5398, -6.4547], [0.2907, 1.1401, -3.9316], [-0.6981, 2.0059, -1.5097], [-2.5373, 4.7619, -5.8691], [-3.9336, 6.2631, -4.4553], [-2.5721, 4.2087, -0.8791], [3.5008, -4.2600, 1.9359], [2.9804, -3.1215, 1.2150], [3.4761, -2.8394, -0.0356], [4.3866, -3.4366, -0.5995], [2.6637, -1.7038, -0.6030], [1.9286, -2.1412, -1.8676], [1.1048, -3.3848, -1.6258], [1.6717, -4.6460, -1.8421], [0.9318, -5.8040, -1.6047], [-0.3869, -5.7125, -1.1424], [-0.9570, -4.4522, -0.9304], [-0.2234, -3.2926, -1.1996], [1.7753, -1.3555, 0.5104], [0.7752, -0.4729, 0.3255], [-0.3222, -0.3222, 1.1764], [-0.9885, 0.8942, 1.2929], [-1.9195, 1.2458, 2.3334], [-2.3324, 2.5998, 2.5179], [-3.1695, 2.9556, 3.5698], [-3.6487, 1.9773, 4.4586], [-3.2780, 0.6368, 4.2787], [-2.4341, 0.2667, 3.2301], [2.0344, -2.1376, 1.7436], [2.5867, -1.3595, 3.0093], [4.0030, -0.8695, 2.7142], [2.5303, -2.2920, 4.2161], [1.7362, -0.1516, 3.3656], [3.9885, -4.9253, 1.2133], [4.2523, -3.9403, 2.6706], [2.6883, -4.7996, 2.4381], [3.3400, -0.8553, -0.7969], [1.3041, -1.3184, -2.2323], [2.7078, -2.3571, -2.6118], [2.7103, -4.7130, -2.1802], [1.3902, -6.7778, -1.7784], [-0.9695, -6.6195, -0.9667], [-1.9795, -4.3659, -0.5605], [-0.6788, -2.3076, -1.0606], [0.8793, 0.1577, -0.5655], [-0.6442, -1.1874, 1.7714], [-0.7253, 1.6855, 0.5822], [-1.9657, 3.3610, 1.8227], [-3.4564, 3.9994, 3.7105], [-4.3070, 2.2582, 5.2838], [-3.6542, -0.1285, 4.9608], [-2.1759, -0.7842, 3.0822], [1.1071, -2.6641, 2.0446], [4.0005, -0.1828, 1.8593], [4.3777, -0.3197, 3.5870], [4.6959, -1.6931, 2.5091], [1.5025, -2.6523, 4.3619], [3.1928, -3.1572, 4.1335], [2.8247, -1.7387, 5.1192], [0.7074, -0.4370, 3.6136], [2.1692, 0.3214, 4.2577], [1.7244, 0.5991, 2.5712]], "forces_ev_per_a": [[0.122, -0.158, 0.192], [0.081, -0.050, -0.184], [-0.651, 0.623, 0.899], [0.496, -0.447, -0.854], [-0.116, 0.213, -0.800], [0.282, -0.486, 1.017], [-0.601, 0.683, 0.302], [1.215, -1.339, -0.950], [-0.530, 0.426, 1.629], [1.920, -2.067, -2.043], [-0.425, 0.416, 0.746], [-0.513, 0.881, 0.508], [-0.827, 0.623, 0.470], [0.270, -0.192, -1.140], [0.184, -0.230, 0.113], [-0.248, 0.048, -0.048], [-0.002, 0.256, -0.025], [-0.247, 0.279, 0.022], [0.134, -0.137, -0.027], [-0.119, 0.137, 0.092], [-0.067, 0.059, 0.222], [-0.210, 0.241, 0.016], [0.160, -0.180, 0.249], [0.215, 0.290, -0.759], [0.702, -0.848, 0.389], [-1.157, 0.775, 0.549], [0.739, 0.670, 0.053], [0.048, -0.228, -0.123], [-0.234, -0.144, -0.290], [-0.015, -0.051, 0.130], [-0.173, 0.146, 0.089], [0.163, 0.225, -0.056], [0.094, -0.042, -0.066], [0.121, -0.259, 0.245], [-1.634, 1.510, -0.025], [1.480, -0.988, 0.050], [-1.316, 0.506, 0.413], [0.631, -0.692, -0.410], [-0.899, 0.089, 0.742], [0.374, -0.526, -0.277], [-0.131, -0.216, 0.246], [0.419, 0.046, -0.501], [0.138, -0.127, -0.268], [0.004, 0.507, 0.018], [-0.180, -0.934, 0.225], [0.062, 0.046, -0.813], [0.154, -0.074, 0.176], [0.075, -0.294, 0.217], [-0.189, 0.320, 0.122], [-0.191, 0.245, 0.143], [-0.139, -0.283, -0.175], [0.183, 0.148, -0.064], [-0.190, -0.209, -0.111], [0.129, -0.116, -0.056], [-0.232, 0.189, 0.124], [-0.393, -0.008, 0.090], [-0.164, 0.239, 0.032], [0.188, 0.321, -0.012], [0.240, -0.060, -0.181], [0.036, -0.330, -0.097], [-0.042, -0.129, 0.257], [0.516, 0.552, 0.028], [0.032, -0.137, 0.298], [-0.177, -0.203, 0.236], [0.088, -0.344, -0.150], [0.229, -0.086, -0.297], [0.099, 0.248, -0.242], [-0.119, 0.326, 0.181], [0.218, 0.230, -0.141], [0.077, -0.083, 0.098], [-0.015, -0.089, -0.232], [-0.088, 0.179, 0.004], [0.211, 0.028, 0.058], [-0.189, 0.220, 0.088], [-0.099, -0.121, -0.255], [0.123, 0.127, -0.044], [-0.116, -0.100, -0.206], [-0.015, -0.059, 0.146]], "lowdin_charge": [-0.031, -0.131, -0.101, -0.057, -0.182, -0.189, -0.022, -0.039, -0.074, -1.080, 0.078, 0.097, 0.096, -0.006, 0.076, 0.087, 0.087, 0.097, 0.042, 0.086, 0.108, 0.090, -0.015, -0.026, -0.410, 0.088, -0.160, -0.069, -0.223, -0.036, -0.067, -0.081, -0.074, -0.042, 0.055, -0.008, -0.082, 0.044, -0.200, 0.011, -0.044, -0.043, -0.065, -0.020, -0.147, -0.525, -0.023, -0.042, -0.053, 0.103, 0.086, 0.107, 0.177, 0.118, 0.140, 0.119, 0.108, 0.106, 0.106, 0.108, 0.156, 0.117, 0.117, 0.126, 0.121, 0.115, 0.110, 0.107, 0.166, 0.093, 0.099, 0.086, 0.097, 0.064, 0.100, 0.084, 0.102, 0.087], "e_tot_ev": -50170.692, "orbital_gap_ev": 3.5, "homo_ev": -6.45, "fmax_ev_per_a": 3.48}

{"formula": "C39H40ClF5N3O5P2", "method": "wB97M-V/def2-TZVPD", "species": ["C", "C", "C", "Cl", "N", "N", "C", "C", "C", "O", "C", "P", "O", "O", "C", "C", "P", "N", "O", "O", "H", "H", "H", "H", "H", "H", "H", "H", "H", "H", "H", "H", "H", "H", "H", "F", "C", "C", "C", "C", "C", "C", "H", "H", "H", "H", "H", "F", "C", "C", "C", "C", "C", "C", "H", "H", "H", "H", "H", "F", "C", "C", "C", "C", "C", "C", "H", "H", "H", "H", "H", "F", "C", "C", "C", "C", "C", "C", "H", "H", "H", "H", "H", "F", "C", "C", "C", "C", "C", "C", "H", "H", "H", "H", "H"], "positions_angstrom": [[1.9693, -3.0440, 3.0885], [2.1763, -3.8156, 1.7685], [1.1205, -3.4761, 0.7318], [1.5810, -4.3069, -0.7762], [-0.2391, -4.0291, 1.0942], [-0.1898, -5.0479, 1.9023], [-1.3241, -5.6157, 2.2242], [-1.3159, -6.8063, 3.1316], [-1.5552, -6.4324, 4.6038], [-2.6584, -6.3825, 5.0960], [-2.5291, -5.1301, 1.6958], [-4.1747, -5.9405, 2.0920], [-5.2525, -4.7094, 1.8799], [-4.3764, -6.8031, 0.7348], [-2.5435, -4.0643, 0.8584], [-1.3155, -3.4851, 0.5393], [-1.3490, -2.0536, -0.6402], [-0.6051, -2.2744, -1.9482], [-0.8028, -0.7725, 0.1677], [-2.8982, -1.7787, -0.9331], [2.2606, -2.0130, 2.8964], [2.7016, -3.4169, 3.8000], [0.9519, -3.1013, 3.4657], [3.1070, -3.4355, 1.3484], [2.3221, -4.8811, 1.9029], [1.0916, -2.3954, 0.6402], [-0.3630, -7.3210, 3.0049], [-2.0833, -7.5198, 2.8428], [-0.6821, -6.2346, 5.2569], [-5.5490, -4.5184, 2.7808], [-5.2617, -7.1877, 0.7308], [-3.4579, -3.6799, 0.4349], [0.1303, -1.5802, -2.0728], [-0.8788, -0.9212, 1.1271], [-3.2453, -1.2723, -0.1810], [1.3409, 0.1349, -2.9220], [1.4339, 0.4449, -4.2407], [1.4293, 1.7703, -4.6177], [1.5306, 2.0857, -5.9656], [1.6232, 1.0735, -6.9097], [1.6217, -0.2558, -6.5083], [1.5314, -0.5764, -5.1624], [1.3494, 2.5442, -3.8650], [1.5372, 3.1211, -6.2781], [1.6974, 1.3214, -7.9598], [1.6905, -1.0447, -7.2447], [1.5363, -1.6060, -4.8281], [-9.2206, -4.3676, 2.8775], [-9.1298, -3.3844, 1.9581], [-7.9672, -3.2635, 1.2249], [-7.8734, -2.2549, 0.2761], [-8.9336, -1.3809, 0.0817], [-10.0930, -1.5176, 0.8336], [-10.1973, -2.5293, 1.7768], [-7.1493, -3.9524, 1.3982], [-6.9711, -2.1519, -0.3130], [-8.8569, -0.5936, -0.6562], [-10.9184, -0.8349, 0.6856], [-11.0952, -2.6572, 2.3667], [0.2484, -0.2399, 2.6535], [0.4905, 0.2515, 3.9057], [1.1716, 1.4416, 4.0304], [1.4138, 1.9419, 5.3011], [0.9811, 1.2422, 6.4195], [0.3003, 0.0427, 6.2695], [0.0467, -0.4578, 5.0008], [1.5066, 1.9671, 3.1457], [1.9409, 2.8785, 5.4179], [1.1750, 1.6335, 7.4087], [-0.0339, -0.5046, 7.1401], [-0.4904, -1.3878, 4.8620], [4.6628, 3.4314, -7.1381], [4.9502, 3.9414, -5.9232], [5.6579, 5.1235, -5.8392], [5.9471, 5.6461, -4.5864], [5.5359, 4.9804, -3.4383], [4.8287, 3.7903, -3.5460], [4.5279, 3.2675, -4.7958], [5.9764, 5.6240, -6.7441], [6.4950, 6.5754, -4.5059], [5.7657, 5.3890, -2.4617], [4.5099, 3.2664, -2.6538], [3.9730, 2.3469, -4.8974], [5.7284, 6.2100, -0.6307], [5.1008, 7.4068, -0.5779], [5.8550, 8.5610, -0.6173], [5.2083, 9.7871, -0.5686], [3.8246, 9.8412, -0.4722], [3.0846, 8.6679, -0.4298], [3.7248, 7.4386, -0.4880], [6.9331, 8.4966, -0.6850], [5.7853, 10.7009, -0.6055], [3.3235, 10.7989, -0.4306], [2.0067, 8.7092, -0.3514], [3.1659, 6.5123, -0.4652]], "forces_ev_per_a": [[0.650, -0.232, -0.787], [0.072, 0.730, 0.550], [0.952, -1.353, 0.214], [-0.130, 0.287, 0.029], [1.285, 1.516, -0.669], [0.110, -0.287, 0.257], [-0.855, -0.240, -0.075], [0.520, -0.264, 0.123], [-0.822, -0.049, 0.850], [0.873, 0.025, -0.678], [-1.429, -0.825, -0.405], [-0.636, -0.815, 1.470], [1.079, -0.114, -0.067], [0.435, 0.706, -0.331], [0.619, 0.270, -0.173], [-1.324, 0.323, 0.168], [1.268, 1.462, -2.282], [0.108, -0.291, 0.446], [-0.750, -1.132, 0.914], [0.290, -0.375, 1.450], [-0.362, 0.211, 0.190], [-0.275, -0.096, 0.320], [0.029, -0.011, 0.237], [0.028, -0.101, -0.197], [-0.296, -0.103, -0.058], [-0.466, 0.014, -0.452], [0.122, 0.131, 0.224], [-0.210, 0.108, -0.017], [0.120, -0.001, -0.412], [-0.336, 0.228, -0.050], [-0.015, -0.235, -0.077], [-0.100, -0.002, -0.052], [0.063, -0.281, -0.389], [0.251, 0.710, 0.054], [-0.523, 0.096, -0.273], [-0.010, -0.036, 0.109], [0.018, 0.072, -0.361], [-0.114, 0.191, 0.224], [-0.105, -0.187, -0.054], [-0.001, 0.035, -0.080], [0.005, 0.146, 0.027], [0.010, -0.280, 0.115], [0.023, -0.014, 0.006], [0.017, 0.012, 0.032], [0.017, 0.000, 0.004], [0.015, -0.018, 0.016], [-0.028, 0.014, 0.016], [0.034, -0.017, 0.016], [-0.022, 0.208, -0.185], [0.195, -0.181, 0.076], [-0.131, 0.056, 0.073], [0.027, 0.075, -0.066], [0.141, -0.058, -0.029], [-0.211, -0.017, 0.139], [-0.278, 0.117, -0.162], [0.005, -0.023, -0.012], [-0.013, -0.005, -0.001], [-0.020, -0.019, 0.004], [0.022, -0.015, 0.015], [-0.058, -0.110, -0.042], [0.054, 0.174, 0.453], [0.098, 0.131, -0.332], [-0.068, -0.137, 0.091], [0.019, 0.034, 0.040], [0.061, 0.104, -0.023], [-0.133, -0.263, -0.134], [-0.023, -0.008, -0.002], [0.013, 0.000, -0.030], [-0.004, -0.005, 0.000], [-0.024, -0.009, -0.013], [0.002, 0.007, 0.009], [-0.020, -0.011, -0.020], [0.074, 0.124, 0.237], [0.067, 0.149, -0.190], [-0.094, -0.165, 0.043], [0.051, 0.083, 0.120], [0.067, 0.159, -0.113], [-0.049, -0.231, 0.038], [-0.023, -0.022, -0.012], [0.013, -0.001, -0.023], [-0.022, -0.142, -0.291], [-0.009, -0.017, -0.010], [0.063, -0.034, -0.053], [0.009, 0.096, 0.298], [-0.132, 0.272, 0.020], [0.269, -0.017, -0.034], [-0.137, -0.071, 0.013], [-0.030, 0.075, 0.004], [0.123, 0.064, -0.011], [-0.136, -0.222, 0.010], [-0.010, -0.028, -0.008], [0.025, -0.011, 0.009], [-0.002, -0.005, -0.001], [-0.005, -0.020, -0.017], [0.031, -0.010, 0.000]], "lowdin_charge": [-0.076, -0.280, -0.609, 0.725, -0.076, 0.215, -0.217, -0.085, -0.217, 0.055, -0.179, 0.894, -0.276, -0.228, 0.001, -0.146, 0.488, -0.118, -0.123, -0.107, 0.074, 0.085, 0.055, 0.115, 0.101, 0.108, 0.132, 0.111, 0.133, 0.060, 0.075, 0.115, -0.003, 0.056, 0.095, 0.028, -0.281, -0.038, -0.091, -0.081, -0.072, -0.018, 0.122, 0.114, 0.108, 0.108, 0.116, 0.056, -0.283, -0.027, -0.084, -0.092, -0.074, -0.011, 0.074, 0.099, 0.103, 0.109, 0.121, 0.010, -0.279, -0.009, -0.064, -0.077, -0.071, -0.032, 0.123, 0.113, 0.109, 0.110, 0.108, 0.054, -0.284, -0.015, -0.073, -0.085, -0.075, -0.025, 0.118, 0.106, 0.077, 0.104, 0.096, 0.030, -0.287, -0.015, -0.078, -0.093, -0.082, -0.020, 0.119, 0.107, 0.103, 0.105, 0.116], "e_tot_ev": -100481.031, "total_charge": 1, "orbital_gap_ev": 5.3, "homo_ev": -10.30, "fmax_ev_per_a": 2.99}